Model 1:
The following is a quantum chemistry calculation of 2 unconnected molecules or ions with the total composition C4H12N3, from the Open Molecules 2025 dataset.

Atoms and positions in Å:
C1 -0.45451 1.60714 -1.89799
N1 -0.56445 2.60268 0.67977
C2 -0.26962 1.31969 0.41780
N2 -0.19032 0.76525 -0.73987
H1 -0.30348 1.03890 -2.80750
H2 0.21002 2.47235 -1.91095
H3 -1.48451 1.95963 -1.91879
H4 -0.91989 3.19809 -0.04563
H5 -0.74754 2.85843 1.63213
H6 -0.02287 0.71166 1.28564
C3 0.16048 -2.17174 0.89929
C4 1.22794 -2.61079 1.52459
N3 0.18441 -1.77802 -0.50869
H7 -0.79730 -2.02450 1.37563
H8 1.19393 -2.85704 2.56607
H9 2.18037 -2.73652 1.02353
H10 0.01145 -0.64467 -0.63710
H11 1.11428 -1.93635 -0.89230
H12 -0.46194 -2.33734 -1.06388

**Charge**: +1
**HOMO level**: -0.502 Eh

Model 2:
The following is a quantum chemistry calculation of a gas-phase ion, C4H12N3 (charge +1), from the Open Molecules 2025 dataset.

Atoms and positions in Å:
N1 1.33356 2.53210 0.23358
C1 0.89307 1.66152 1.18360
N2 0.46723 0.52609 0.65851
C2 0.43846 0.40322 -0.80620
C3 0.03824 -1.03524 -1.03598
C4 -1.33107 -1.33104 -0.35729
N3 -1.19643 -1.74572 1.03370
H1 1.71922 3.43525 0.58043
H2 1.62143 2.32864 -0.69194
H3 1.20892 1.76801 2.31703
H4 -0.15151 -0.07608 1.12235
H5 -0.34111 0.97680 -1.35019
H6 1.43369 0.65705 -1.43576
H7 -0.16150 -1.07417 -2.03439
H8 0.71054 -1.80139 -0.80044
H9 -1.65097 -2.24463 -0.97240
H10 -1.89480 -0.42754 -0.50465
H11 -2.05990 -1.70260 1.71299
H12 -1.07706 -2.85027 1.14706

**Charge**: +1
**HOMO level**: -0.485 Eh
**SMILES string**: N/C=[NH+]\CCCN

model 1 wins, 114.5 kJ/mol ahead of the next structure.

Model 1:
The following is a quantum chemistry calculation of 2 unconnected molecules or ions with the total composition C4H12N3, from the Open Molecules 2025 dataset.

Atoms and positions in Å:
C1 -1.48638 0.21716 0.44526
C2 -2.66108 0.80815 -1.59994
C3 -0.30549 -0.60482 0.61974
C4 3.38405 -0.31881 1.06072
N1 -2.12006 0.52159 -0.56116
N2 -3.05409 -0.12785 -2.48689
N3 2.31470 0.54042 1.35107
H1 -2.24763 0.39699 1.24675
H2 -2.74229 1.79084 -1.96887
H3 0.01293 -0.86187 -0.39839
H4 -0.70093 -1.61570 0.97105
H5 0.61310 -0.22665 1.05767
H6 3.49930 -1.16197 1.70264
H7 3.31305 -0.71394 0.01026
H8 4.49893 0.02184 1.08201
H9 2.25894 1.22254 0.54354
H10 -3.09105 -1.10131 -2.21119
H11 -3.88636 0.11934 -3.03318
H12 2.40034 1.09405 2.16891

**Charge**: +1
**HOMO level**: -0.458 Eh

Model 2:
The following is a quantum chemistry calculation of a gas-phase ion, C4H12N3 (charge +1), from the Open Molecules 2025 dataset.

Atoms and positions in Å:
N1 -2.64658 -1.30543 -0.95105
C1 -1.98594 -0.62715 -0.04405
N2 -0.78737 -0.13579 -0.19397
C2 -0.44138 1.22524 0.26671
C3 1.09039 1.31726 0.49975
C4 1.67807 -0.05106 0.74888
N3 1.73520 -0.73849 -0.54988
H1 -3.42378 -1.85174 -0.60243
H2 -2.16899 -1.71724 -1.73807
H3 -2.45810 -0.43097 0.91730
H4 0.02006 -0.59661 -0.65005
H5 -0.73336 1.82885 -0.58586
H6 -0.94589 1.49212 1.19213
H7 1.47268 1.71108 -0.43098
H8 1.22953 2.06634 1.28042
H9 2.67512 0.05029 1.17966
H10 1.07120 -0.65381 1.42192
H11 2.16941 -0.12717 -1.22970
H12 2.44975 -1.45571 -0.53073

**Charge**: +1
**HOMO level**: -0.517 Eh
**SMILES string**: N/C=[NH+]/CCCN

model 2 wins, 216.5 kJ/mol ahead of the next structure.

Model 1:
The following is a quantum chemistry calculation of C4H10N2O in the gas phase, from the Open Molecules 2025 dataset.

Atoms and positions in Å:
C1 -0.11161 -0.77846 -2.06350
C2 -0.95944 0.17161 -1.22978
C3 -1.30514 -0.12087 0.20367
O1 -2.25972 -0.80375 0.50457
N1 -0.54244 0.50080 1.18157
C4 0.91035 0.66941 1.00268
N2 1.70281 0.11732 2.07179
H1 0.87283 -0.93214 -1.64270
H2 -0.60115 -1.76499 -2.08162
H3 -0.10059 -0.43599 -3.09769
H4 -0.53370 1.18437 -1.35795
H5 -1.90629 0.36706 -1.73326
H6 -0.73504 0.03022 2.05866
H7 1.21979 0.20453 0.07323
H8 1.20266 1.71878 0.91896
H9 1.48300 -0.84557 2.30882
H10 1.66366 0.71768 2.88255

**Charge**: 0
**HOMO level**: -0.352 Eh
**SMILES string**: CCC(=O)NCN

Model 2:
The following is a quantum chemistry calculation of C4H10N2O in the gas phase, from the Open Molecules 2025 dataset.

Atoms and positions in Å:
N1 2.37968 -0.05546 -0.90940
C1 1.26760 -0.79535 -0.31054
C2 0.59676 0.04377 0.79728
C3 -0.43635 1.09021 0.28613
C4 -1.60381 0.30359 -0.32174
N2 -2.46174 -0.23935 0.61535
O1 -1.61143 -0.03037 -1.47744
H1 2.00528 0.58300 -1.59529
H2 2.99826 -0.69619 -1.38461
H3 0.48833 -1.08733 -1.02086
H4 1.59982 -1.69790 0.20430
H5 0.13890 -0.63300 1.51993
H6 1.35436 0.62187 1.33284
H7 -0.81067 1.64459 1.14607
H8 -0.01926 1.60191 -0.57564
H9 -3.09622 -0.93594 0.29604
H10 -2.78951 0.28197 1.39757

**Charge**: 0
**HOMO level**: -0.340 Eh
**SMILES string**: NCCCC(N)=O

model 2 wins, 20.0 kJ/mol ahead of the next structure.

Model 1:
The following is a quantum chemistry calculation of a gas-phase ion, C6H12NO (charge +1), from the Open Molecules 2025 dataset.

Atoms and positions in Å:
C1 -1.61246 -2.00532 2.12287
C2 -0.43317 -1.44290 1.40009
C3 -0.59837 -0.84484 0.15366
C4 0.68412 -0.34682 -0.57294
C5 0.91177 1.20140 -0.39943
N1 -0.35585 1.72347 -1.11702
C6 2.07366 1.56785 -1.24060
O1 2.11099 2.08307 -2.34431
H1 -1.44511 -2.90979 2.67389
H2 -2.24977 -1.25851 2.56729
H3 -2.54887 -2.38755 1.51270
H4 0.59037 -1.57304 1.82628
H5 -1.53650 -0.83126 -0.53067
H6 0.71593 -0.65157 -1.75302
H7 1.65071 -0.66114 -0.23810
H8 1.02230 1.60057 0.58148
H9 -0.59198 1.16019 -1.95402
H10 -1.19399 1.64856 -0.42400
H11 -0.20650 2.68881 -1.53107
H12 3.01272 1.23882 -0.73309

**Charge**: +1
**HOMO level**: -0.489 Eh
**SMILES string**: C/C=C/C[C@H]([NH3+])C=O

Model 2:
The following is a quantum chemistry calculation of 2 unconnected molecules or ions with the total composition C6H12NO, from the Open Molecules 2025 dataset.

Atoms and positions in Å:
C1 2.71549 -0.30783 0.63331
C2 1.69729 -1.38642 0.34714
C3 -3.06178 -0.70517 0.33606
C4 -1.93457 0.44267 0.18051
C5 1.42603 0.02310 0.04783
C6 0.34675 0.95497 -0.15338
N1 1.10188 0.30934 -1.37643
O1 0.47454 2.23987 0.00091
H1 2.90553 -0.12817 1.63836
H2 3.50448 -0.26757 -0.09082
H3 1.58305 -2.02916 -0.55212
H4 1.02994 -1.77570 1.12701
H5 -2.50654 -1.73139 0.36924
H6 -3.31803 -0.47577 1.41028
H7 -2.20830 0.99149 -0.77656
H8 -1.78829 1.14401 1.04999
H9 -3.91268 -0.53018 -0.28877
H10 0.69771 -0.50078 -1.94529
H11 1.54234 0.93014 -2.03461
H12 -0.29486 2.80257 0.07733

**Charge**: +1
**HOMO level (alpha / beta)**: -0.485 / -0.485 Eh

Model 3:
The following is a quantum chemistry calculation of 2 unconnected molecules or ions with the total composition C6H12NO, from the Open Molecules 2025 dataset.

Atoms and positions in Å:
C1 -1.34377 0.30294 1.08951
C2 1.26635 1.39718 0.48180
C3 0.99899 1.07232 -1.02087
C4 0.47902 0.12631 0.09078
C5 -2.12573 1.09587 0.07639
C6 0.17214 -2.18719 -0.56082
N1 0.93026 -1.23317 0.31606
O1 -1.42996 -0.16203 2.16122
H1 2.43516 1.26424 0.73478
H2 0.72379 2.20328 0.99653
H3 0.27391 1.72541 -1.49613
H4 1.78026 0.83611 -1.65473
H5 -2.79975 1.65468 0.77494
H6 -2.60473 0.39389 -0.62731
H7 -1.51267 1.69275 -0.44238
H8 -0.88657 -1.98431 -0.31222
H9 0.41476 -1.82399 -1.59163
H10 0.44912 -3.33969 -0.41358
H11 1.89797 -1.40291 0.16081
H12 0.88145 -1.63169 1.23683

**Charge**: +1
**HOMO level**: -0.481 Eh

model 1 wins, 111.6 kJ/mol ahead of the next structure.

Model 1:
The following is a quantum chemistry calculation of 2 unconnected molecules or ions with the total composition C2H8N2O, from the Open Molecules 2025 dataset.

Atoms and positions in Å:
N1 -0.59040 -0.02378 1.47863
C1 -0.14284 -1.24094 1.98505
O1 0.26599 -2.18916 1.23837
H1 -0.47917 0.39223 0.46147
H2 -0.65060 0.71278 2.17955
H3 -0.20671 -1.34266 3.01823
C2 0.02835 0.01246 -1.72499
N2 0.51643 1.19776 -0.87678
H4 -1.07230 0.44107 -2.00689
H5 0.77207 -0.30241 -2.63470
H6 -0.23827 -0.90837 -0.98950
H7 0.25480 2.03332 -1.46798
H8 1.54266 1.21771 -0.66047

**Charge**: 0
**HOMO level**: -0.350 Eh
**SMILES string**: NC=O.CN

Model 2:
The following is a quantum chemistry calculation of C2H8N2O in the gas phase, from the Open Molecules 2025 dataset.

Atoms and positions in Å:
C1 -0.97144 -0.88626 0.53577
N1 -0.01466 -0.06502 -0.22409
C2 -0.03272 1.36090 0.13720
N2 1.34542 -0.72144 -0.17805
O1 1.28362 -1.18768 -1.52102
H1 -1.98698 -0.55256 0.31726
H2 -0.84427 -1.91789 0.21363
H3 -0.77537 -0.80600 1.60567
H4 0.11660 -0.45329 -1.37126
H5 -1.05012 1.74666 0.06374
H6 0.32708 1.49844 1.15898
H7 0.60758 1.90749 -0.55558
H8 1.99525 0.07665 -0.18225

**Charge**: 0
**HOMO level**: -0.297 Eh
**SMILES string**: C[NH+](C)N[O-]

model 1 wins, 290.6 kJ/mol ahead of the next structure.

Model 1:
The following is a quantum chemistry calculation of 3 unconnected molecules or ions with the total composition C2H8N2O, from the Open Molecules 2025 dataset.

Atoms and positions in Å:
C1 3.13384 1.78904 0.26506
N1 1.98696 1.58205 0.21404
O1 0.83699 1.42696 0.12829
H1 4.02027 2.25236 0.66460
C2 0.56506 -1.70199 -0.33848
H2 -0.27813 -2.07380 0.29139
H3 0.38411 -0.76783 -0.64191
H4 1.37778 -1.69680 0.24604
H5 0.61886 -2.55906 -1.18872
N2 -2.89841 0.57996 0.05988
H6 -2.64553 -0.37539 0.29519
H7 -3.62958 0.97188 0.72987
H8 -3.47222 0.57262 -0.72524

**Charge**: 0
**HOMO level**: -0.367 Eh
**SMILES string**: C#[N+][O-].C.N

Model 2:
The following is a quantum chemistry calculation of 2 unconnected molecules or ions with the total composition C2H8N2O, from the Open Molecules 2025 dataset.

Atoms and positions in Å:
C1 0.13464 -1.22095 -0.68653
N1 -0.25020 0.22307 -0.66242
C2 -1.07429 0.61972 0.25423
N2 -1.57478 -0.12882 1.31445
H1 0.64525 -1.36217 -1.65403
H2 -0.75448 -1.89394 -0.61612
H3 0.81279 -1.48174 0.11520
H4 -1.39287 1.66597 0.26010
H5 -1.07617 -0.95909 1.60668
H6 -1.97018 0.40716 2.03983
O1 2.37803 1.32208 -0.33167
H7 1.48553 0.94399 -0.55796
H8 2.63673 1.86473 -1.08177

**Charge**: 0
**HOMO level**: -0.349 Eh
**SMILES string**: C/N=C\N.O

Model 3:
The following is a quantum chemistry calculation of 2 unconnected molecules or ions with the total composition C2H8N2O, from the Open Molecules 2025 dataset.

Atoms and positions in Å:
H1 0.11126 2.00344 1.19815
N1 -0.69239 1.48498 0.85706
C1 -0.80687 1.46311 -0.40514
N2 0.00314 2.06606 -1.32770
H2 -1.65242 0.97246 -0.87221
H3 0.85175 2.48382 -0.97508
H4 0.06606 1.67749 -2.25125
C2 0.30592 -2.36479 0.55676
O1 0.95603 -1.10632 0.47091
H5 -0.75989 -2.28644 0.38628
H6 0.70887 -3.02100 -0.21620
H7 0.47098 -2.84017 1.52375
H8 0.43757 -0.53264 1.05467

**Charge**: 0
**HOMO level**: -0.352 Eh
**SMILES string**: [H]/N=C\N.CO

model 2 wins, 29.9 kJ/mol ahead of the next structure.